<w>
Formula: C4H16NO2
Source: OMol25
Level of theory: the ωB97M-V functional and the def2-TZVPD basis

Calculated values
HOMO   -15.2 eV
Gap between HOMO and LUMO   12.14 eV
Net charge   +1

Last column: Löwdin charge in e.
Cartesian coordinates (Å):
1 C -0.649 1.498 0.927  -0.041
2 C 0.019 0.806 -0.284  -0.289
3 C 1.529 0.572 -0.078  -0.202
4 C 2.394 0.517 -1.407  -0.079
5 N -0.492 -0.659 -0.374  0.186
6 H -0.421 2.561 1.006  0.097
7 H -0.450 1.064 1.904  0.092
8 H -1.717 1.478 0.726  0.052
9 H -0.118 1.432 -1.138  0.142
10 H 1.828 1.456 0.456  0.107
11 H 1.683 -0.372 0.428  0.094
12 H 3.473 0.367 -1.168  0.084
13 H 2.024 -0.301 -2.048  0.064
14 H 2.353 1.463 -2.009  0.087
15 H -0.323 -1.153 -1.298  0.200
16 H -0.114 -1.319 0.357  0.093
17 H -1.422 -0.737 -0.014  0.093
18 H 1.256 -3.371 1.206  0.106
19 H -0.115 -2.947 1.923  0.105
20 O 0.460 -2.777 1.118  -0.080
21 H -4.039 0.417 -0.707  0.041
22 H -3.846 -0.177 0.632  0.115
23 O -3.310 0.182 -0.156  -0.065


<x>
Formula: C4H16NO2
Source: OMol25
Level of theory: the ωB97M-V functional and the def2-TZVPD basis

Calculated values
HOMO   -15.1 eV
Gap between HOMO and LUMO   12.54 eV
Net charge   +1

Last column: Löwdin charge in e.
Cartesian coordinates (Å):
1 C -2.049 -0.218 1.722  -0.048
2 C -1.404 -0.807 0.434  -0.176
3 N 0.045 -1.082 0.687  0.018
4 C 0.674 -2.287 0.067  -0.168
5 C 0.579 -2.196 -1.439  -0.053
6 H -2.986 0.230 1.450  0.083
7 H -1.379 0.516 2.182  0.085
8 H -2.113 -1.039 2.435  0.086
9 H -1.964 -1.739 0.292  0.132
10 H -1.495 -0.144 -0.426  0.125
11 H 0.187 -1.087 1.687  0.164
12 H 0.566 -0.279 0.294  0.123
13 H 0.159 -3.145 0.499  0.133
14 H 1.713 -2.317 0.406  0.136
15 H 0.967 -1.253 -1.784  0.069
16 H 0.993 -3.057 -1.961  0.099
17 H -0.469 -2.176 -1.727  0.080
18 H 1.740 4.407 -0.827  0.063
19 H 0.639 4.880 0.109  0.072
20 O 0.935 4.103 -0.393  -0.047
21 H 0.699 2.262 -0.652  0.021
22 H 1.073 1.203 -1.718  0.057
23 O 0.902 1.313 -0.778  -0.054


<y>
Formula: C4H16NO2
Source: OMol25
Level of theory: the ωB97M-V functional and the def2-TZVPD basis

Calculated values
HOMO   -15.0 eV
Gap between HOMO and LUMO   12.06 eV
Net charge   +1

Last column: Löwdin charge in e.
Cartesian coordinates (Å):
1 C 0.005 1.104 -0.805  -0.077
2 C -0.086 1.433 0.750  -0.453
3 C -1.466 1.951 0.937  -0.137
4 C 0.180 0.286 1.788  -0.053
5 N 1.523 0.743 -1.044  0.137
6 H -0.589 0.257 -1.169  0.125
7 H -0.174 2.063 -1.373  0.136
8 H 0.624 2.264 0.984  0.142
9 H -2.257 1.130 0.939  0.103
10 H -1.519 2.576 1.971  0.141
11 H -1.758 2.686 0.038  0.117
12 H 0.160 -0.704 1.295  0.075
13 H -0.743 0.320 2.431  0.089
14 H 0.994 0.443 2.465  0.068
15 H 2.043 1.413 -1.560  0.132
16 H 1.980 0.587 -0.154  0.126
17 H 1.702 -0.352 -1.388  0.184
18 H 1.702 -2.508 -0.873  0.014
19 H 0.160 -2.491 -1.148  0.024
20 O 1.042 -1.964 -1.189  -0.068
21 H -1.268 -4.004 -0.185  0.087
22 H -1.133 -3.882 -1.814  0.165
23 O -1.121 -3.351 -0.896  -0.078


Consider the structures shown above. The least stable of them is <y>.